(1)
The following is a DFT calculation (ωB97M-V/def2-TZVPD) of C39H52B2BrI3N5O8P2 as an isolated structure in a non-equilibrium geometry.

Structure (XYZ):
```
112
Properties=species:S:1:pos:R:3
C -0.851 -8.756 -1.449
C -0.595 -7.202 -1.447
P 0.573 -6.882 -0.062
C 2.158 -6.603 -0.994
N 0.351 -5.269 0.823
C -1.030 -4.711 0.982
Br -2.348 -6.113 1.288
I -1.382 -3.782 -0.997
C -1.155 -3.516 2.014
C -0.585 -2.156 1.485
O -0.246 -1.403 2.650
C -0.231 -0.032 2.388
C 0.972 0.543 2.068
C 1.009 1.903 1.850
C -0.134 2.655 1.965
C -1.333 2.067 2.277
C -1.383 0.706 2.494
C -2.561 -3.342 2.620
B -3.724 -2.809 1.684
O -3.798 -1.522 1.184
O -4.748 -3.699 1.326
O -0.351 -3.718 3.203
C 0.227 -4.981 3.340
C 0.992 -4.968 4.704
I 0.137 -6.454 6.049
C 0.893 -3.576 5.430
C 1.976 -3.621 6.571
I -0.994 -3.217 6.415
C 1.143 -5.393 2.133
B 1.504 -6.971 2.485
C 2.939 -7.621 2.300
O 0.530 -7.772 3.032
P 2.615 -4.283 2.099
O 2.335 -2.907 2.525
O 3.192 -4.196 0.603
O 3.815 -4.830 2.995
H -0.578 -9.160 -0.466
H -0.261 -9.261 -2.215
H -1.912 -8.971 -1.586
H -0.170 -6.974 -2.430
H -1.573 -6.728 -1.394
H 2.215 -5.554 -1.302
H 2.112 -7.204 -1.909
H 3.025 -6.948 -0.433
H 0.863 -4.559 0.278
H -1.330 -1.551 0.964
H 0.359 -2.295 0.936
H 1.869 -0.066 1.996
H 1.952 2.390 1.619
H -0.124 3.731 1.822
H -2.244 2.645 2.394
H -2.300 0.185 2.756
H -2.392 -2.543 3.364
H -2.842 -4.203 3.231
H -3.726 -1.553 0.221
H -5.560 -3.473 1.799
H -0.593 -5.700 3.471
H 2.056 -5.200 4.647
H 1.188 -2.755 4.778
H 2.726 -2.836 6.424
H 2.509 -4.578 6.587
H 1.540 -3.484 7.560
H 2.883 -8.615 1.842
H 3.658 -6.989 1.770
H 3.347 -7.769 3.312
H 0.604 -8.627 2.589
H 3.210 -3.258 0.356
H 3.862 -4.281 3.792
N -1.710 4.916 0.075
C -0.768 5.164 -0.836
C -0.915 6.073 -1.873
C -2.113 6.762 -1.972
C -3.106 6.519 -1.037
C -2.854 5.591 -0.038
H 0.151 4.598 -0.720
H -0.113 6.236 -2.582
H -2.270 7.480 -2.767
H -4.055 7.036 -1.080
H -3.601 5.372 0.717
N 1.735 7.337 -3.501
C 2.844 7.989 -3.149
C 3.666 8.652 -4.047
C 3.321 8.634 -5.389
C 2.174 7.961 -5.776
C 1.420 7.334 -4.796
H 3.077 7.974 -2.090
H 4.553 9.166 -3.704
H 3.937 9.138 -6.123
H 1.870 7.923 -6.813
H 0.512 6.798 -5.053
N -5.423 -1.474 -3.780
C -6.353 -2.133 -4.468
C -7.095 -3.184 -3.948
C -6.854 -3.574 -2.642
C -5.888 -2.902 -1.909
C -5.208 -1.863 -2.525
H -6.506 -1.794 -5.486
H -7.841 -3.681 -4.553
H -7.411 -4.391 -2.200
H -5.669 -3.176 -0.886
H -4.443 -1.301 -1.993
N 4.783 13.218 -4.947
C 4.330 12.106 -4.368
C 3.848 12.054 -3.070
C 3.839 13.223 -2.327
C 4.307 14.389 -2.909
C 4.764 14.332 -4.218
H 4.359 11.217 -4.987
H 3.490 11.123 -2.652
H 3.472 13.226 -1.308
H 4.318 15.323 -2.363
H 5.137 15.221 -4.715
```

lowest unoccupied orbital energy = -0.1369 Eh
charge = +1

(2)
The following is a DFT calculation (ωB97M-V/def2-TZVPD) of C39H52BrN3O5PtSi4 as an isolated structure.

Structure (XYZ):
```
105
Properties=species:S:1:pos:R:3
Pt 0.598 0.431 -0.425
C -2.092 -1.162 0.662
O -0.777 -1.626 0.371
C -0.135 -2.310 1.371
C -0.675 -2.562 2.616
C 0.102 -3.218 3.565
Br -0.644 -3.529 5.277
C 1.394 -3.600 3.298
C 1.941 -3.329 2.042
C 1.168 -2.714 1.065
O 1.589 -2.441 -0.198
C 3.358 -3.632 1.788
N 3.974 -4.733 2.105
C 5.290 -4.526 1.710
C 6.394 -5.371 1.811
C 7.608 -4.903 1.352
C 7.737 -3.619 0.798
C 6.652 -2.772 0.680
C 5.432 -3.253 1.142
N 4.165 -2.699 1.172
H -2.081 -0.468 1.506
H -2.754 -2.001 0.880
H -2.433 -0.645 -0.231
H -1.677 -2.252 2.866
H 2.009 -4.078 4.047
H 2.532 -2.641 -0.275
H 6.290 -6.358 2.242
H 8.485 -5.534 1.420
H 8.707 -3.289 0.453
H 6.747 -1.785 0.247
H 3.927 -1.706 1.143
C 4.384 2.842 1.042
Si 3.644 2.704 -0.676
C 4.231 4.230 -1.613
C 4.276 1.168 -1.554
Si 1.280 2.680 -0.724
Si 0.558 3.649 -2.751
C 1.499 2.977 -4.237
C -1.293 3.387 -2.963
C 0.876 5.503 -2.729
Si 0.218 3.739 1.107
C -0.093 5.554 0.715
C -1.459 2.934 1.402
C 1.253 3.706 2.670
H 5.474 2.807 0.953
H 4.073 2.033 1.702
H 4.122 3.794 1.507
H 5.324 4.272 -1.588
H 3.858 5.146 -1.151
H 3.923 4.227 -2.660
H 5.351 1.050 -1.389
H 4.106 1.231 -2.631
H 3.772 0.278 -1.174
H 1.504 1.892 -4.312
H 2.537 3.316 -4.210
H 1.050 3.371 -5.153
H -1.588 2.342 -2.861
H -1.620 3.733 -3.947
H -1.839 3.960 -2.209
H 1.925 5.734 -2.545
H 0.277 6.020 -1.981
H 0.615 5.913 -3.709
H -0.839 5.679 -0.071
H 0.819 6.068 0.403
H -0.467 6.055 1.612
H -2.119 3.096 0.546
H -1.935 3.359 2.290
H -1.363 1.856 1.545
H 2.079 4.416 2.591
H 1.671 2.728 2.903
H 0.629 4.015 3.513
O -0.020 0.086 -3.299
C 0.239 0.266 -2.208
C -4.403 2.685 5.396
C -2.912 2.558 5.556
C -2.245 3.351 6.480
C -0.871 3.246 6.641
C -0.150 2.364 5.859
C -0.804 1.562 4.925
N -0.069 0.705 4.069
C 1.124 0.106 4.429
C 1.317 -0.295 5.760
C 2.492 -0.886 6.165
C 3.531 -1.098 5.259
C 3.344 -0.730 3.947
C 2.153 -0.145 3.500
C 2.047 0.111 2.038
O 2.996 -0.097 1.277
O 0.889 0.528 1.596
C -2.193 1.636 4.783
C -2.908 0.744 3.807
H -4.788 3.500 6.007
H -4.917 1.769 5.699
H -4.680 2.878 4.358
H -2.808 4.056 7.079
H -0.358 3.867 7.364
H 0.926 2.298 5.955
H -0.138 0.902 3.081
H 0.514 -0.140 6.468
H 2.601 -1.190 7.199
H 4.458 -1.555 5.575
H 4.129 -0.894 3.221
H -2.293 -0.123 3.573
H -3.139 1.268 2.874
H -3.854 0.390 4.218
```

lowest unoccupied orbital energy = -0.0132 Eh
energy above the lowest of the compared OMol25 structures with the same formula, charge and spin = 0.9 kcal/mol

(3)
The following is a DFT calculation (ωB97M-V/def2-TZVPD) of C39H52Cl3MnN5O7P2S as an isolated structure in a non-equilibrium geometry.

Structure (XYZ):
```
110
Properties=species:S:1:pos:R:3
Mn 0.108 -0.426 -0.292
C -1.614 -1.923 5.464
C -0.211 -1.535 5.030
C 0.434 -0.546 5.983
O -0.226 -1.038 3.668
P -0.773 0.293 3.055
O -1.011 0.067 1.607
C 0.467 1.625 3.291
P 1.912 1.226 2.259
O 1.576 0.861 0.859
O 2.634 0.042 3.042
C 3.687 -0.637 2.310
C 3.085 -1.839 1.596
C 4.757 -1.074 3.299
O 2.873 2.464 2.179
C 3.434 3.312 3.210
C 3.729 2.567 4.499
C 2.539 4.518 3.454
O -2.074 0.596 3.893
C -2.983 1.713 3.848
C -3.302 2.153 2.430
C -2.440 2.854 4.694
H -1.581 -2.478 6.398
H -2.070 -2.555 4.706
H -2.230 -1.039 5.603
H 0.414 -2.433 4.946
H -0.192 0.340 6.081
H 1.423 -0.271 5.624
H 0.535 -1.008 6.963
H 0.734 1.746 4.335
H 0.069 2.559 2.893
H 4.101 0.075 1.580
H 2.809 -2.594 2.328
H 3.799 -2.261 0.894
H 2.189 -1.536 1.049
H 4.307 -1.689 4.075
H 5.248 -0.227 3.769
H 5.515 -1.655 2.782
H 4.369 3.655 2.757
H 2.810 2.291 5.013
H 4.311 3.209 5.156
H 4.299 1.663 4.307
H 1.649 4.240 4.014
H 2.239 4.974 2.514
H 3.094 5.254 4.029
H -3.887 1.306 4.316
H -2.410 2.515 1.922
H -4.032 2.958 2.467
H -3.720 1.326 1.865
H -1.591 3.321 4.204
H -2.138 2.485 5.671
H -3.211 3.605 4.836
N -0.436 0.395 -3.805
C 0.849 0.007 -3.516
C 1.714 -0.214 -4.606
C 3.038 -0.496 -4.371
C 3.485 -0.559 -3.051
C 2.570 -0.378 -2.040
N 1.270 -0.113 -2.251
C -1.531 0.635 -3.010
C -2.686 1.133 -3.640
C -3.818 1.365 -2.895
C -3.791 1.083 -1.531
C -2.625 0.597 -0.985
N -1.504 0.380 -1.695
H -0.617 0.511 -4.796
H 1.328 -0.157 -5.612
H 3.719 -0.655 -5.194
H 4.521 -0.745 -2.824
H 2.865 -0.419 -0.998
H -2.679 1.330 -4.701
H -4.712 1.753 -3.358
H -4.660 1.238 -0.917
H -2.563 0.363 0.072
Cl -5.636 -6.209 2.169
C -4.277 -6.287 1.116
C -3.800 -5.133 0.507
C -2.715 -5.216 -0.345
C -2.081 -6.428 -0.599
C -0.866 -6.484 -1.499
C 0.425 -6.196 -0.692
N 0.341 -4.866 -0.156
C -0.189 -4.533 1.055
C -0.292 -3.174 1.074
N 0.163 -2.670 -0.121
C 0.533 -3.724 -0.831
O -0.868 -5.504 -2.511
C -1.816 -5.683 -3.547
C -1.486 -4.673 -4.602
C -1.396 -3.331 -4.371
Cl -1.680 -2.515 -2.883
S -0.929 -2.450 -5.788
C -0.835 -3.909 -6.693
C -1.151 -4.991 -5.944
C -2.573 -7.573 0.029
Cl -1.820 -9.106 -0.229
C -3.669 -7.511 0.875
H -4.278 -4.186 0.702
H -2.356 -4.323 -0.835
H -0.783 -7.489 -1.936
H 1.277 -6.263 -1.371
H 0.531 -6.920 0.116
H -0.444 -5.270 1.789
H -0.658 -2.533 1.851
H 0.934 -3.685 -1.825
H -2.836 -5.535 -3.162
H -1.747 -6.697 -3.960
H -0.550 -3.871 -7.725
H -1.138 -5.996 -6.320
H -4.046 -8.409 1.339
```

lowest unoccupied orbital energy (spin up / spin down) = -0.1875 / -0.1733 Eh
energy above the lowest of the compared OMol25 structures with the same formula, charge and spin = 0.0 kcal/mol
charge = +2
multiplicity = 2
expectation value of S² = 0.754

(4)
The following is a DFT calculation (ωB97M-V/def2-TZVPD) of a 10-piece molecular cluster, C39H53F27O21S overall in a non-equilibrium geometry.

Structure (XYZ):
```
141
Properties=species:S:1:pos:R:3
O -8.937 -10.274 -19.447
S -9.005 -11.570 -18.824
O -10.163 -12.420 -18.963
O -7.651 -12.331 -19.270
C -7.416 -13.691 -18.856
C -6.036 -13.787 -18.272
C -8.559 -11.458 -17.066
H -7.554 -14.339 -19.721
H -8.125 -14.018 -18.093
H -5.638 -14.801 -18.226
H -6.056 -13.373 -17.262
H -5.271 -13.262 -18.847
H -7.607 -10.933 -17.017
H -8.470 -12.452 -16.638
H -9.287 -10.872 -16.509
C -0.170 -13.163 -21.058
C -0.301 -11.694 -20.763
O -1.111 -10.971 -21.705
C -0.757 -9.749 -22.046
O 0.257 -9.202 -21.718
C -1.819 -9.025 -22.903
F -3.023 -9.075 -22.320
F -1.463 -7.777 -23.157
F -1.913 -9.678 -24.081
H 0.428 -13.611 -20.270
H 0.280 -13.251 -22.051
H -1.119 -13.697 -21.137
H 0.678 -11.217 -20.748
H -0.739 -11.593 -19.766
C -4.198 -11.772 -26.329
C -2.843 -11.882 -26.994
O -2.113 -13.027 -26.555
C -1.167 -12.934 -25.650
O -0.882 -11.899 -25.128
C -0.363 -14.240 -25.427
F -0.713 -15.173 -26.284
F 0.923 -13.939 -25.519
F -0.543 -14.686 -24.186
H -4.019 -11.674 -25.259
H -4.890 -12.584 -26.562
H -4.775 -10.919 -26.691
H -2.226 -11.010 -26.770
H -2.902 -11.955 -28.079
C 0.870 -22.794 -15.687
C -0.489 -23.257 -16.209
O -1.353 -22.227 -16.771
C -1.129 -21.723 -17.966
O -0.281 -22.081 -18.723
C -2.195 -20.673 -18.344
F -3.406 -21.198 -18.248
F -2.117 -19.630 -17.531
F -2.003 -20.279 -19.580
H 1.318 -22.092 -16.387
H 1.491 -23.681 -15.577
H 0.783 -22.341 -14.699
H -1.128 -23.707 -15.459
H -0.297 -23.843 -17.112
C -6.982 -10.539 -22.331
C -6.175 -9.678 -21.369
O -5.770 -8.491 -22.072
C -6.122 -7.289 -21.641
O -6.579 -7.040 -20.566
C -5.574 -6.144 -22.535
F -4.693 -5.432 -21.854
F -5.036 -6.607 -23.661
F -6.602 -5.351 -22.866
H -7.224 -11.461 -21.808
H -6.305 -10.703 -23.176
H -7.789 -9.970 -22.791
H -5.250 -10.177 -21.078
H -6.717 -9.429 -20.458
C -2.698 -14.144 -17.390
C -1.606 -13.902 -16.363
O -0.413 -13.518 -17.032
C 0.740 -13.685 -16.391
O 0.810 -13.986 -15.240
C 1.963 -13.496 -17.272
F 2.161 -14.652 -17.927
F 1.775 -12.538 -18.179
F 3.050 -13.273 -16.556
H -2.936 -13.267 -17.998
H -3.604 -14.521 -16.922
H -2.295 -14.865 -18.100
H -1.447 -14.908 -15.961
H -1.885 -13.257 -15.532
C -4.821 -22.040 -22.164
C -3.492 -22.633 -22.626
O -2.473 -21.642 -22.619
C -1.230 -22.107 -22.590
O -0.882 -23.240 -22.695
C -0.201 -20.958 -22.453
F 0.453 -21.181 -21.308
F 0.657 -21.029 -23.472
F -0.738 -19.752 -22.426
H -4.901 -21.001 -22.476
H -4.854 -22.132 -21.080
H -5.641 -22.614 -22.592
H -3.604 -23.145 -23.582
H -3.282 -23.404 -21.882
C -10.733 -12.043 -22.300
C -10.046 -12.633 -23.518
O -9.023 -13.557 -23.176
C -8.437 -14.206 -24.154
O -8.645 -14.006 -25.320
C -7.378 -15.215 -23.710
F -7.583 -16.375 -24.309
F -6.215 -14.745 -24.202
F -7.308 -15.313 -22.399
H -11.421 -12.708 -21.787
H -11.056 -11.035 -22.559
H -9.968 -11.764 -21.567
H -9.615 -11.818 -24.104
H -10.789 -13.096 -24.169
C 3.238 -20.468 -19.204
C 2.142 -19.937 -18.315
O 1.445 -18.909 -18.996
C 0.833 -17.960 -18.309
O 0.992 -17.720 -17.148
C -0.176 -17.158 -19.149
F -0.583 -17.822 -20.216
F -1.225 -16.856 -18.378
F 0.383 -15.999 -19.525
H 2.921 -20.442 -20.249
H 3.605 -21.455 -18.933
H 4.095 -19.791 -19.155
H 2.636 -19.611 -17.397
H 1.490 -20.750 -17.984
C -3.536 -13.537 -22.878
C -4.077 -13.717 -21.495
O -4.488 -15.030 -21.133
C -3.637 -16.046 -20.979
O -2.461 -15.957 -21.136
C -4.389 -17.344 -20.629
F -4.720 -17.971 -21.765
F -3.608 -18.134 -19.892
F -5.501 -17.097 -19.923
H -2.745 -14.274 -23.064
H -2.918 -12.636 -22.898
H -4.268 -13.688 -23.663
H -4.969 -13.096 -21.375
H -3.399 -13.327 -20.729
```

lowest unoccupied orbital energy = 0.0047 Eh
energy above the lowest of the compared OMol25 structures with the same formula, charge and spin = 0.0 kcal/mol
SMILES = CCOC(=O)C(F)(F)F.CCOC(=O)C(F)(F)F.CCOC(=O)C(F)(F)F.CCOC(=O)C(F)(F)F.CCOC(=O)C(F)(F)F.CCOC(=O)C(F)(F)F.CCOC(=O)C(F)(F)F.CCOC(=O)C(F)(F)F.CCOC(=O)C(F)(F)F.CCOS(C)(=O)=O